Entry 1:
Computed, not measured: a single C7H11P molecule, with ωB97M-V/def2-TZVPD.

Structure (XYZ):
```
19
Properties=species:S:1:pos:R:3:forces:R:3
H -3.620368 0.836604 -0.154316 -0.3 0.1 0.3
H 0.178816 -0.537835 -1.984297 -0.5 0.6 -0.2
H 0.255850 -1.933024 1.941887 -0.1 -0.5 0.7
C 1.685021 -0.247136 -0.155990 1.1 0.4 -0.1
H -0.882607 0.166423 2.036081 0.8 0.4 -1.0
H 1.943903 -2.262289 1.653412 0.2 0.5 -0.5
C -0.665595 0.163290 -1.897578 1.0 -1.8 3.3
P -1.338005 0.198403 -0.323154 1.3 2.1 -0.5
H -2.758644 1.911062 -1.157794 0.1 0.6 -0.5
H -1.087438 0.510299 -2.765541 -1.4 0.7 -1.7
C -2.702690 1.413765 -0.214414 -0.2 -0.9 0.3
C -0.291141 0.354769 1.088279 -3.0 -0.3 -0.2
H 3.254394 0.700284 -1.108915 0.7 0.4 0.4
C 2.551840 -0.100673 -1.148092 -1.3 1.1 3.1
H 1.505748 -1.011165 2.825182 0.0 -0.1 0.8
H 2.415668 -0.463171 -2.093342 -0.4 -1.5 -2.2
C 1.234481 -1.471002 1.894059 -0.7 0.1 0.0
C 0.929043 -0.339805 0.938898 2.6 -1.6 -1.8
H -2.608275 2.111200 0.625634 0.1 -0.3 -0.3
```
Forces are in eV/Å.

frontier orbital gap (alpha / beta)	6.7341 / 6.8523	eV
largest force on an atom	3.90	eV Å⁻¹
E_HOMO (alpha / beta)	-7.07 / -7.06	eV
electronic energy	-16720.9143	eV

Entry 2:
Computed, not measured: a molecular structure, C2H4BeLiO, with ωB97M-V/def2-TZVPD.

Structure (XYZ):
```
9
Properties=species:S:1:pos:R:3:forces:R:3
C -0.081986 0.240993 0.509134 -0.5 -2.3 1.2
Li 1.588324 2.485009 -0.175067 -0.4 0.0 -0.3
H -0.733099 -1.763676 0.647508 0.0 0.4 -0.2
H 0.852477 -2.518636 -0.097424 0.3 0.0 -0.1
H 0.022992 0.345268 1.599170 0.0 0.0 -0.5
H -0.600770 -1.069464 -1.091772 0.1 0.0 0.5
O 0.121627 1.354054 -0.194229 1.9 0.0 1.2
Be -0.743643 1.881545 -1.179565 -1.1 1.5 -1.9
C -0.425921 -0.955093 -0.017756 -0.2 0.4 0.1
```
Forces are in eV/Å.

frontier orbital gap (alpha / beta)	4.6762 / 4.6707	eV
multiplicity	2
largest force on an atom	2.65	eV Å⁻¹
E_HOMO (alpha / beta)	-5.60 / -5.59	eV
⟨S²⟩	0.767
electronic energy	-4787.8868	eV

Entry 3:
Computed, not measured: a molecular structure, C22H42AgN2O30S5, with ωB97M-V/def2-TZVPD.

Structure (XYZ):
```
102
Properties=species:S:1:pos:R:3:forces:R:3
S 1.941500 -4.449394 -1.325433 -0.7 -1.1 1.2
H -1.701238 1.907015 -2.280152 -0.5 0.1 -0.2
O 1.621632 3.352836 3.998425 0.0 1.5 0.1
O -0.791203 1.760815 -6.314697 -0.4 -0.7 0.9
H -5.972484 0.028932 0.728997 0.3 -0.1 0.0
O 3.828870 1.470968 0.602557 0.1 0.3 -0.1
O 2.428112 -3.387921 -0.488700 0.1 -0.7 -0.7
C 2.856830 -2.513548 3.452713 0.4 -0.3 -0.1
O -0.308047 7.213403 -0.721350 -0.1 0.0 -0.4
C 0.267975 -0.554986 0.427463 0.7 0.4 1.2
H -4.889387 2.089763 -0.883776 -0.1 -0.1 -0.8
O 0.674440 -4.267915 -1.966723 1.0 -0.1 0.0
O 4.030167 3.663679 3.513027 -0.8 -0.2 1.0
H -1.507226 0.772679 0.220743 0.7 0.4 0.1
O 0.478137 -0.694165 1.807365 -1.5 -0.2 0.3
C -3.036558 -1.781337 -2.962527 0.0 -0.3 -0.9
H -0.331866 4.745915 -1.813734 -0.3 -0.3 0.1
O 3.564375 -3.584212 5.436765 0.3 0.0 -0.3
H -4.037881 3.099420 0.802003 0.0 0.8 0.1
H 2.940450 0.392224 -1.508952 0.0 0.5 0.6
H -4.732576 -0.187260 -0.566287 0.0 -0.2 0.1
H -4.140033 3.065389 2.595810 0.0 -0.1 0.0
H 1.713339 -7.399587 -1.695857 0.0 -0.4 0.3
C 1.473448 2.136316 3.278808 1.0 -0.7 -0.5
H -1.084529 -0.328378 -1.113250 -0.7 0.1 -0.2
H 4.482025 -1.796618 5.855416 0.3 -0.2 0.3
O -2.183608 -3.981195 -3.322183 -0.3 0.1 -0.5
H 1.309512 0.887430 4.912114 0.5 -0.2 0.5
C 3.528898 -6.331839 -2.037307 0.5 1.0 0.5
C 0.177335 1.787236 -3.231892 1.1 0.0 0.4
C 1.576056 4.836404 0.901075 -0.2 0.2 -0.7
Ag -1.476586 -1.364789 2.701138 0.5 0.1 -0.9
N -2.442600 4.042924 1.900037 -0.3 0.4 0.5
C 1.136882 4.018485 -0.325290 -0.6 -0.6 1.7
O -1.857262 1.053388 -4.145674 0.3 -0.3 -0.6
H 2.106619 -1.734365 3.558043 0.0 0.1 0.2
O -8.407186 0.070612 -2.792732 1.2 0.5 0.7
H 4.511246 -6.112169 -1.617405 0.0 -0.6 0.4
C 2.477338 -6.917283 -1.085306 0.3 0.2 -0.6
H 3.669130 -6.867776 -2.971049 -0.3 0.0 0.0
H 0.885285 0.329329 0.193134 -0.1 0.0 -0.6
H 1.043517 4.574045 1.816863 -0.3 0.2 -0.1
O -6.749856 1.741603 -1.812419 -0.6 0.0 0.1
O 4.885492 -0.366396 0.950511 0.4 0.0 -0.2
O -2.691605 5.152005 1.478107 0.0 -0.3 -0.2
H 5.589728 -3.051538 5.125482 -0.1 -0.3 0.7
C 0.223228 6.195176 -0.396475 -0.6 -0.3 0.3
H -1.083009 4.611391 -0.184422 0.2 -0.7 0.0
O -5.982719 0.052126 -3.372170 -1.0 -0.1 0.9
H 2.929837 -7.528611 -0.310805 -0.2 -0.3 -0.2
H 0.692641 -1.417215 -0.095805 -0.3 -0.1 -0.2
C -1.321411 2.066938 -3.286313 0.5 -0.2 0.3
H 2.633634 4.814214 1.155230 0.1 0.0 -0.3
O 3.048290 -4.989079 -2.321586 -0.7 0.5 -0.5
H -2.585282 -3.259758 -1.424810 -0.1 -0.1 -0.1
H -2.490817 -1.005498 -3.497645 0.2 -0.1 0.5
H 4.961874 -2.576019 3.015213 0.0 -0.1 0.0
O 1.732875 -4.418296 4.503174 -0.5 0.0 -0.1
O -3.798595 -2.395583 -4.021691 -0.2 -0.7 -0.7
H 1.957173 4.099586 -1.034209 -0.3 -0.2 -0.4
O -3.398343 -4.483891 -5.428842 -0.2 1.2 1.7
N 4.225438 0.375112 0.258502 -1.2 0.1 0.7
S -3.602285 -3.974389 -4.092392 0.0 -1.1 -0.4
C -1.154857 -0.237566 -0.016633 -0.9 -0.6 0.2
H 0.432408 1.918672 3.056396 -0.1 0.2 0.7
C 2.144626 1.173721 4.262393 -1.6 -1.0 -0.2
S -0.780144 0.727276 -5.318734 1.0 0.9 -0.5
O 3.192493 4.263737 5.769105 -0.6 -0.6 -0.7
C -5.724798 0.187486 -0.317891 -0.2 -0.1 0.2
H 1.949188 2.111375 2.291767 0.4 0.6 0.2
O -6.729191 -0.512899 -1.040333 -0.5 0.2 -1.0
S 3.114080 3.449342 4.604064 0.5 -0.7 -1.1
C -3.489460 2.984192 1.731147 0.2 -0.5 -0.5
C 4.594668 -2.618111 5.150551 -0.7 0.5 -0.6
H -6.228601 2.270325 0.129932 -0.7 -0.1 -0.2
C -2.170186 -2.922190 -2.375839 -0.3 0.5 0.9
H -3.762834 -1.345243 -2.279883 0.2 -0.1 0.2
O -4.598976 -4.596475 -3.264974 0.6 0.5 -0.4
O 1.878381 -5.818547 -0.417637 0.2 1.6 -0.3
H 0.954406 2.996669 0.016911 0.2 -0.2 -0.5
H 2.771129 -2.865934 2.426165 -0.3 -0.3 0.1
O 3.125197 1.870904 5.008927 0.4 1.0 0.0
O 1.246325 6.164829 0.450284 0.9 0.6 1.3
H 2.546152 0.267482 3.817871 0.3 0.3 -0.1
H 0.498749 1.180650 -2.376869 -0.4 0.1 0.1
H 4.591820 -0.124593 -1.709296 0.0 -0.3 0.1
C 2.599562 -3.600263 4.468205 0.5 -0.3 0.3
H 0.806170 2.680948 -3.218972 -0.3 0.1 -0.1
H 4.448949 -1.045343 3.616649 0.1 0.0 0.2
H -1.147610 -2.619164 -2.162560 0.1 -0.1 -0.4
H -1.530115 3.062987 -3.667655 -0.2 0.0 -0.1
O -1.457392 3.762861 2.556777 0.0 -0.4 -0.3
C 3.742207 -0.157340 -1.026514 0.4 -0.6 -1.0
H 3.429964 -1.180044 -0.838134 0.1 -0.1 -0.1
H -3.015732 2.010064 1.633930 0.2 0.0 0.6
C -0.155704 4.747557 -0.737989 1.2 1.1 -0.8
O 0.519178 1.015927 -4.369827 -0.7 -0.7 -1.0
O -0.813208 -0.643552 -5.718296 -0.3 1.0 0.9
C -5.877440 1.659225 -0.703285 0.8 0.6 0.8
O -2.202090 -1.066696 0.505365 1.6 0.0 0.2
C 4.297092 -2.117927 3.747534 0.0 0.8 -0.9
S -7.043588 0.279268 -2.421471 0.9 -0.7 -0.9
```
Forces are in eV/Å.

frontier orbital gap (alpha / beta)	8.0228 / 5.5159	eV
multiplicity	2
largest force on an atom	2.13	eV Å⁻¹
E_HOMO (alpha / beta)	-10.33 / -9.67	eV
⟨S²⟩	0.794
electronic energy	-146059.9407	eV